(1)
ORCA calculation (the ωB97M-V functional and the def2-TZVPD basis) on 2 unconnected molecules or ions with the total composition C4H12NO2.

```
19
Properties=species:S:1:pos:R:3:nbo_charge:R:1
C -0.209 -0.683 -0.714 -0.215
N 0.425 0.709 -0.731 -0.779
C 2.021 0.358 -1.053 0.156
O 2.841 -0.007 -0.074 -0.901
C -1.776 -0.801 -0.461 -0.414
C -2.156 -0.049 0.777 -0.626
H 0.238 -1.235 0.108 0.174
H 0.052 -1.137 -1.719 0.187
H 0.649 1.379 0.006 0.368
H 2.374 1.391 -1.479 0.069
H 1.822 -0.309 -1.953 0.076
H -2.404 -0.602 -1.414 0.186
H -1.975 -1.866 -0.249 0.193
H -1.785 -0.685 1.678 0.199
H -3.318 -0.027 0.983 0.183
H -1.999 0.996 1.129 0.227
H 1.010 1.017 1.748 0.433
H 2.305 0.475 1.340 0.506
O 1.886 1.074 2.078 -1.024
```

- gap between HOMO and LUMO (Eh) = 0.2640
- E_LUMO (eV) = 3.74
- net charge = -1
- HOMO (eV) = -3.44
- M (Da) = 106.14
- F_max (eV Å⁻¹) = 5.0
- electronic energy (a.u.) = -364.77908
- energy above the lowest of the compared OMol25 structures with the same formula, charge and spin (eV) = 2.0796


(2)
ORCA calculation (the ωB97M-V functional and the def2-TZVPD basis) on a single C3H6N2O3S molecule.

```
15
Properties=species:S:1:pos:R:3:nbo_charge:R:1
C 0.763 0.292 -3.521 0.298
C 0.735 -0.811 -1.203 -0.077
C -1.061 0.255 0.165 -0.410
N 0.744 -0.173 -2.464 -0.549
N -0.629 -0.817 -0.626 -0.610
O 0.649 -0.945 1.905 -0.918
O 1.286 1.336 1.268 -0.914
O -0.680 1.034 2.822 -0.908
S 0.018 0.384 1.714 2.211
H -0.982 1.136 -0.419 0.234
H 1.053 -1.824 -1.395 0.236
H 1.573 -0.141 -0.593 0.233
H -2.102 0.201 0.437 0.253
H -1.013 -1.627 -0.138 0.400
H 1.669 1.894 1.936 0.520
```

- gap between HOMO and LUMO (Eh) = 0.3952
- E_LUMO (eV) = 0.41
- HOMO (eV) = -10.35
- M (Da) = 150.16
- F_max (eV Å⁻¹) = 3.3
- electronic energy (a.u.) = -851.23929
- energy above the lowest of the compared OMol25 structures with the same formula, charge and spin (eV) = 2.5668


Question: Which value of gap between HOMO and LUMO does entry 1 give?
Answer: 0.2640 Eh